The following is a DFT calculation (the ωB97M-V functional and the def2-TZVPD basis) of a molecular structure, CH4Br2Si at a distorted geometry.

Geometry as XYZ:
```
8
CH4Br2Si, DFT the ωB97M-V functional and the def2-TZVPD basis
C -0.60 1.46 -0.21
Si 0.03 -0.42 0.43
Br 0.85 3.01 -0.08
Br -2.00 1.80 1.08
H 0.65 -0.37 1.80
H 0.85 -0.55 -0.79
H -0.83 1.50 -1.24
H -1.17 -1.35 0.46
```

* molecular weight: 203.937 g/mol
* charge: 0
* highest occupied orbital energy: -9.8 eV
* energy above the lowest of the compared OMol25 structures with the same formula, charge and spin: 75.72 kcal per mole
* gap between HOMO and LUMO: 9.71 eV
* E_LUMO: -0.07 eV

These are the Löwdin partial charges, in e, on atoms 1 to 5: atom 1 (C): -1.19, atom 2 (Si): 0.57, atom 3 (Br): 0.38, atom 4 (Br): 0.51, atom 5 (H): -0.06